(P)
# CH3Cl2OP

A cluster of 2 separate species, CH3Cl2OP in total (the ωB97M-V functional and the def2-TZVPD basis, the OMol25 dataset).

For the HOMO energy (spin up / spin down), the calculation gives -7.6 / -8.1 eV.

```
8
CH3Cl2OP the ωB97M-V functional and the def2-TZVPD basis
C -2.2573 -0.2999 -0.1603
O -1.5436 -0.9148 -1.0124
P -0.3243 -1.9575 -0.6894
Cl -3.2139 1.0003 -0.5499
Cl -2.4630 -0.8252 1.5084
H -1.1964 1.5005 0.9662
H -0.4913 1.4910 0.8481
H 0.1477 -1.8802 -2.1029
```

(Q)
# CH3Cl2OP

A structure of composition CH3Cl2OP (the ωB97M-V functional and the def2-TZVPD basis, the OMol25 dataset).

For the HOMO energy (spin up / spin down), the calculation gives -8.2 / -9.5 eV.

```
8
CH3Cl2OP the ωB97M-V functional and the def2-TZVPD basis
C -0.2049 0.0558 -0.0625
O -1.4721 0.2649 0.4674
P -2.3782 0.4639 1.7622
Cl 0.4574 -2.9017 -0.1075
Cl -4.2716 0.2926 1.1427
H -0.0180 -1.2456 0.0539
H 0.5379 0.3357 0.6729
H -0.1946 0.3354 -1.0077
```

(Q) ends up most stable, edging out the next structure by 1.453 eV.